146
Properties=species:S:1:pos:R:3:forces:R:3 method="wB97M-V/def2-TZVPD" smiles=COC[C@H](C)N.COC[C@H](C)N.COC[C@H](C)N.COC[C@H](C)N.COC[C@H](C)N.COC[C@H](C)N.COC[C@H](C)N.CCO.CCO.CCO e_lumo_ev=0.4694 mol_weight_g_mol=762.2
C -1.15205 4.61096 1.50554 1.367 0.792 0.096
C -0.54603 3.19610 1.65056 -1.830 1.432 -0.822
C 0.60951 3.13149 2.62845 -0.501 -0.274 -0.331
O 1.68556 3.85060 2.07584 -0.101 -0.882 0.146
C 2.83136 3.89036 2.90046 0.684 1.645 -1.079
N -1.63095 2.27658 1.98599 -0.201 -1.162 0.458
H -1.78029 4.77781 0.63505 -0.445 -0.610 0.091
H -0.36270 5.35321 1.33137 0.150 -0.098 0.328
H -1.67532 4.89503 2.41969 -0.140 -0.025 -0.054
H -0.22087 2.93407 0.63645 0.454 -0.232 0.167
H 0.82496 2.06723 2.77244 0.386 0.000 0.040
H 0.30516 3.52820 3.60541 0.007 0.158 0.053
H 2.70821 4.72125 3.60325 -0.031 -0.611 0.717
H 3.61869 4.27953 2.24408 0.018 -0.232 -0.047
H 3.22501 2.95248 3.29346 -0.618 -0.152 0.295
H -2.48612 2.46614 1.46160 0.537 0.212 -0.289
H -1.96975 2.37221 2.94001 0.530 0.093 0.166
C 2.49109 -0.77703 -4.81585 -0.484 0.652 0.590
C 2.02361 -0.00190 -6.04859 0.858 -0.259 -0.883
C 1.70890 1.45024 -5.70543 -0.736 -0.569 0.162
O 0.59426 1.49003 -4.82640 -0.065 0.891 0.848
C -0.67551 1.17139 -5.30181 -0.843 -0.662 -0.236
N 3.09719 0.01084 -7.06580 0.460 -0.314 0.374
H 3.49679 -0.45126 -4.54498 0.121 -0.201 -0.104
H 2.41049 -1.86314 -4.82611 0.259 -0.017 -0.607
H 1.85012 -0.49362 -3.97534 -0.023 0.131 -0.005
H 1.15088 -0.48848 -6.49271 -0.363 0.142 0.328
H 1.55840 2.04423 -6.61365 -0.305 -0.070 -0.090
H 2.50985 1.94512 -5.15801 0.215 -0.304 -0.009
H -1.49217 1.46566 -4.63367 0.588 0.708 0.400
H -0.86599 0.09013 -5.30634 0.400 -0.124 -0.643
H -0.90581 1.63819 -6.26377 0.175 -0.209 -0.191
H 3.50997 -0.91328 -7.11746 0.100 0.065 -0.003
H 2.80349 0.23664 -8.00717 -0.355 0.121 0.125
C -0.60128 -2.77287 8.05919 -1.047 -1.288 -0.123
C -0.20302 -1.41511 7.52690 -0.303 -0.466 1.443
C 0.21491 -1.50498 6.05871 1.086 0.206 0.747
O 0.97356 -0.34500 5.76058 -0.025 0.815 -0.081
C 1.19951 -0.19476 4.37739 0.076 -0.350 0.116
N -1.30950 -0.44313 7.77574 1.022 0.333 -1.329
H 0.12373 -3.59055 8.00259 0.380 0.400 -0.443
H -1.48347 -3.10878 7.50182 0.015 -0.077 0.037
H -0.90087 -2.82202 9.10901 -0.029 0.698 0.007
H 0.61877 -1.10577 8.18431 0.592 0.087 -0.803
H -0.57839 -1.61997 5.31310 -0.344 -0.129 0.362
H 0.91366 -2.35038 5.99797 -0.281 -0.251 -0.220
H 1.79729 -1.03504 4.00427 -0.254 -0.187 -0.167
H 1.79886 0.68685 4.15696 -0.139 0.201 0.523
H 0.24099 -0.11780 3.85588 0.080 -0.127 -0.286
H -1.12461 0.01909 8.66089 -0.156 -0.234 0.168
H -1.00787 0.27572 7.10806 -0.751 0.274 0.169
C 6.49326 2.82016 -1.75638 -0.177 0.142 -0.562
C 5.55160 1.82313 -1.05675 1.340 -0.306 0.020
C 4.20295 1.71172 -1.70786 -0.253 1.478 -1.425
O 3.60251 2.99372 -1.54871 -0.748 -0.106 0.864
C 2.32067 3.10572 -2.16237 1.511 0.324 -0.775
N 6.21138 0.50628 -1.18343 -0.682 -0.570 0.499
H 6.06186 3.75383 -2.12078 -0.449 -0.064 0.407
H 6.86753 2.32614 -2.65537 0.157 -0.091 0.095
H 7.34212 3.10244 -1.13307 0.014 -0.227 0.100
H 5.44904 2.11847 -0.00790 -0.305 0.058 -0.004
H 3.56094 0.87564 -1.41180 0.066 0.071 0.595
H 4.32340 1.58329 -2.79422 0.292 -0.295 -0.044
H 1.98893 4.14078 -2.10635 -0.140 -0.060 0.679
H 1.62306 2.38439 -1.74291 -0.196 0.171 -0.338
H 2.51380 2.99472 -3.23715 -0.617 -0.620 -0.044
H 6.95693 0.38866 -0.50430 0.160 0.349 -0.119
H 5.53014 -0.18725 -0.87203 0.096 -0.087 -0.119
C -7.64521 -2.83087 -1.22424 0.788 -1.095 -0.675
C -7.15710 -1.59189 -0.49788 -1.067 0.227 0.101
C -5.91124 -0.97708 -1.12255 -0.540 0.065 -0.062
O -4.83476 -1.89023 -1.02861 -0.185 0.669 0.305
C -3.75486 -1.41911 -0.25965 0.761 -0.165 0.222
N -8.26580 -0.60152 -0.50100 0.101 0.227 -0.574
H -8.43681 -3.40508 -0.74014 -0.085 0.376 0.330
H -6.85409 -3.56453 -1.41838 0.146 0.153 0.236
H -8.00734 -2.58138 -2.22683 -0.072 0.282 0.068
H -6.94253 -1.78169 0.55628 0.118 -0.276 -0.052
H -5.69933 -0.00718 -0.66776 0.141 -0.221 0.252
H -6.08775 -0.71684 -2.17321 -0.042 -0.286 -0.094
H -3.31613 -0.47290 -0.59849 -0.030 -0.229 -0.693
H -3.04406 -2.24241 -0.31814 0.382 0.313 0.139
H -3.90656 -1.19268 0.80502 -0.794 -0.524 0.051
H -9.13356 -1.09285 -0.30105 0.121 -0.049 0.488
H -8.43106 -0.37901 -1.48458 0.225 0.320 0.051
C 5.25989 -3.24545 0.20546 -0.071 0.552 -0.613
C 4.20933 -3.20432 1.29475 0.080 -0.925 0.116
C 3.27534 -2.00523 1.23295 0.535 0.769 1.017
O 4.08980 -0.85583 1.44573 0.429 -0.054 -0.455
C 3.39311 0.35022 1.49048 -0.279 1.260 -0.262
N 3.41572 -4.43843 1.24229 -0.299 0.663 -0.914
H 4.82381 -3.30476 -0.79564 -0.128 -0.058 0.039
H 5.93970 -4.09173 0.30759 -0.006 0.013 0.182
H 5.83463 -2.31858 0.22093 0.139 -0.113 0.124
H 4.76603 -3.19402 2.23949 -0.159 0.543 0.127
H 2.58456 -2.03708 2.08579 -0.195 -0.276 -0.183
H 2.68628 -1.87837 0.32126 0.146 -0.428 -0.196
H 2.70940 0.41826 2.34191 -0.019 -0.148 -0.146
H 2.85479 0.62883 0.57482 -0.262 -0.736 0.086
H 4.07526 1.20293 1.53254 0.483 -0.386 0.499
H 4.00201 -5.24355 1.08548 -0.122 -0.184 0.380
H 2.77834 -4.52544 2.01919 0.149 -0.318 0.095
C -4.91236 4.42599 -2.16639 1.999 -0.107 0.453
C -4.23452 3.02222 -2.14695 -1.767 0.046 1.011
C -3.43310 2.84359 -0.85942 0.039 0.061 -0.270
O -4.06700 3.22529 0.35216 -0.027 0.708 -0.393
C -5.08695 2.38706 0.87007 0.042 -0.069 -0.132
N -5.33225 2.00225 -2.23456 0.715 0.738 -0.739
H -4.12571 5.17019 -1.98791 -0.044 0.179 -0.523
H -5.51941 4.58271 -1.27444 -0.532 -0.403 -0.295
H -5.40284 4.60221 -3.11860 -0.244 0.130 0.139
H -3.53882 2.89147 -2.97734 -0.058 0.003 -0.038
H -2.59183 3.51852 -1.03467 0.221 0.015 0.677
H -3.04654 1.82947 -0.73303 -0.054 -0.183 -0.331
H -5.52356 2.92272 1.71073 0.172 -0.086 0.142
H -4.65138 1.43697 1.19425 -0.144 -0.102 0.079
H -5.90119 2.18416 0.17278 0.158 -0.029 -0.060
H -6.11307 2.49574 -1.81310 -0.326 -0.427 0.029
H -5.56708 2.00067 -3.22638 -0.223 -0.369 0.086
C -0.53717 -0.14251 -1.51658 0.818 1.066 -0.334
C 0.64607 0.05209 -0.58443 -0.536 -0.585 0.691
O 0.23304 -0.15782 0.77532 0.183 -0.001 0.067
H -0.19663 0.14455 -2.51788 -0.163 -0.329 -0.157
H -1.29447 0.59506 -1.24964 -0.252 -0.235 0.062
H -0.92408 -1.15712 -1.49488 -0.041 0.020 0.026
H 1.08547 1.05314 -0.62040 -0.074 -0.214 -0.387
H 1.42214 -0.69091 -0.78302 0.045 0.156 -0.138
H -0.07979 0.70215 1.08464 -0.424 -0.164 0.334
C -0.47758 -4.09957 1.03646 0.122 -1.295 0.276
C -0.24401 -3.28200 2.30914 -1.195 -0.351 -0.758
O -1.37536 -2.42535 2.51383 0.778 0.509 -0.081
H 0.19675 -4.96479 1.00436 0.276 0.202 -0.019
H -0.39796 -3.61627 0.06556 0.074 0.534 0.278
H -1.45874 -4.57873 1.07356 -0.165 0.297 0.131
H 0.68405 -2.71248 2.22965 -0.064 -0.025 0.296
H -0.26854 -3.94372 3.17610 0.481 -0.068 -0.055
H -1.13673 -1.63973 2.00692 -0.372 0.330 -0.059
C 0.86267 -3.68958 -2.36093 0.719 0.212 -1.021
C 1.59510 -5.02225 -2.19163 0.108 1.333 -0.040
O 2.94564 -4.77561 -1.87095 0.662 -0.287 0.201
H -0.12483 -3.87852 -2.78475 -0.331 0.361 0.612
H 1.37064 -3.03467 -3.07846 0.144 -0.455 -0.340
H 0.95197 -3.05908 -1.47482 -0.748 -0.423 0.377
H 1.67386 -5.55080 -3.14116 -0.486 -0.180 0.073
H 1.03119 -5.58905 -1.44432 0.374 -0.388 0.008
H 3.07276 -4.44220 -0.97131 -0.505 -0.192 0.194